[1]
The following is a quantum chemistry calculation of an isolated molecule of C20H35N3O5S, from the Open Molecules 2025 dataset.

The calculation puts the energy relative to the best compared isomer or geometry (same formula, charge and spin) at 1.23 kcal/mol. Its SMILES is CC1(C)CCC[C@@H](C(=O)NC[C@@H]2CC[C@]3(CO2)C[C@H](NC(=O)CS(N)(=O)=O)C3)C1. Its HOMO energy is -9.361 eV. As for the total energy: -46852.531 eV.

Structure (ORCA input):
```
! wB97M-V def2-TZVPD RIJCOSX def2/J DEFGRID3
* xyz 0 1
C 6.18 -0.23 0.90
C 5.64 -1.58 0.43
C 6.72 -2.28 -0.41
C 5.26 -2.43 1.65
C 4.52 -3.71 1.29
C 3.28 -3.42 0.45
C 3.64 -2.62 -0.81
C 2.40 -2.43 -1.66
O 1.82 -3.40 -2.13
N 1.98 -1.16 -1.89
C 0.71 -0.92 -2.55
C -0.46 -1.00 -1.59
C -1.80 -0.81 -2.29
C -2.93 -0.79 -1.26
C -2.63 0.25 -0.19
C -1.25 -0.01 0.39
O -0.25 0.01 -0.61
C -2.82 1.74 -0.58
C -3.51 1.97 0.77
N -4.73 2.76 0.80
C -4.80 3.96 0.20
O -3.84 4.51 -0.31
C -6.17 4.62 0.15
S -7.15 4.56 1.63
N -6.17 5.23 2.76
O -8.27 5.42 1.43
O -7.33 3.17 1.98
C -3.69 0.45 0.92
C 4.38 -1.33 -0.42
H 5.44 0.30 1.50
H 7.08 -0.37 1.51
H 6.45 0.40 0.05
H 6.41 -3.26 -0.77
H 6.98 -1.67 -1.28
H 7.62 -2.42 0.19
H 6.16 -2.66 2.23
H 4.62 -1.83 2.30
H 5.18 -4.39 0.73
H 4.23 -4.24 2.20
H 2.77 -4.34 0.15
H 2.57 -2.83 1.04
H 4.30 -3.24 -1.42
H 2.37 -0.42 -1.35
H 0.74 0.08 -3.00
H 0.59 -1.65 -3.34
H -0.44 -1.98 -1.10
H -1.78 0.13 -2.85
H -1.95 -1.62 -3.01
H -3.89 -0.57 -1.74
H -3.01 -1.77 -0.79
H -0.97 0.75 1.12
H -1.25 -0.99 0.90
H -1.93 2.33 -0.80
H -3.53 1.85 -1.41
H -2.80 2.36 1.50
H -5.57 2.36 1.19
H -6.03 5.67 -0.10
H -6.79 4.15 -0.62
H -6.50 6.12 3.09
H -5.91 4.58 3.49
H -4.68 0.13 0.58
H -3.49 0.01 1.90
H 3.70 -0.71 0.18
H 4.65 -0.76 -1.31
*
```

=====

[2]
The following is a quantum chemistry calculation of a cluster of 2 separate species, C7H11Cl2N2 in total in a non-equilibrium geometry, from the Open Molecules 2025 dataset.

The calculation puts the energy relative to the best compared isomer or geometry (same formula, charge and spin) at 50.61 kcal/mol. Its HOMO energy is -12.714 eV. As for the total energy: -35452.731 eV.

Structure (ORCA input):
```
! wB97M-V def2-TZVPD RIJCOSX def2/J DEFGRID3
* xyz 1 1
C -1.15 -0.48 -0.73
C 0.19 -1.08 -0.75
C 0.53 -0.53 1.57
C 1.23 -0.50 0.26
C -0.78 -0.21 1.65
C -4.30 0.33 0.00
C 1.86 0.85 -0.12
N -1.56 -0.07 0.50
N -1.84 -0.14 -1.79
Cl -5.30 1.15 1.17
Cl -5.15 -0.87 -0.87
H 0.04 -2.14 -0.27
H 0.52 -1.26 -1.80
H 1.09 -0.56 2.42
H 2.07 -1.15 0.06
H -1.37 -0.23 2.52
H 1.26 1.74 -0.29
H 2.46 0.72 -1.03
H 2.39 1.17 0.66
H -2.59 0.19 0.54
H -1.30 -0.16 -2.61
H -2.74 0.28 -1.50
*
```

=====

[3]
The following is a quantum chemistry calculation of a cluster of 2 separate species, C4H7NO2 in total, from the Open Molecules 2025 dataset.

The calculation puts the energy relative to the best compared isomer or geometry (same formula, charge and spin) at 108.90 kcal/mol. Its SMILES is N[C@@]12C[C@@H]1O2.C=O. Its HOMO energy is -8.891 eV. As for the total energy: -9842.557 eV.

Structure (ORCA input):
```
! wB97M-V def2-TZVPD RIJCOSX def2/J DEFGRID3
* xyz 0 1
N -1.47 -1.39 1.45
C -0.66 -0.50 0.77
C -0.70 0.97 0.48
C 0.50 0.26 1.02
O 0.56 -0.77 0.00
H -0.93 -2.14 1.88
H -2.19 -1.79 0.86
H -1.27 1.57 1.19
H -0.69 1.33 -0.55
H 1.22 0.37 1.82
C 1.41 0.52 -2.23
O 1.14 1.70 -2.20
H 0.68 -0.24 -2.58
H 2.40 0.13 -1.92
*
```

=====

[4]
The following is a quantum chemistry calculation of a structure of composition C38H43BN9O2Y in a non-equilibrium geometry, from the Open Molecules 2025 dataset.

The calculation puts the energy relative to the best compared isomer or geometry (same formula, charge and spin) at 8.26 kcal/mol. Its HOMO energy (spin up / spin down) is 0.811 / 0.469 eV. As for the total energy: -59333.302 eV.

Structure (ORCA input):
```
! wB97M-V def2-TZVPD RIJCOSX def2/J DEFGRID3
* xyz -2 1
Y 0.26 -0.09 0.06
C -4.21 1.96 -1.48
C -2.71 2.04 -1.24
C -2.24 3.48 -1.09
C -1.94 1.35 -2.33
C -2.33 1.07 -3.65
C -1.26 0.40 -4.19
N -0.30 0.31 -3.25
N -0.71 0.89 -2.11
B 1.03 -0.46 -3.40
N 0.95 -1.88 -2.78
C 0.84 -2.99 -3.51
C 0.83 -4.07 -2.67
C 0.95 -3.52 -1.38
N 1.01 -2.19 -1.45
C 0.95 -4.36 -0.13
C -0.49 -4.64 0.31
C 1.76 -3.78 1.03
N 2.22 0.34 -2.86
C 3.21 0.78 -3.65
C 4.10 1.49 -2.87
C 3.56 1.43 -1.58
N 2.43 0.73 -1.58
C 4.16 2.08 -0.35
C 3.20 3.06 0.31
C 5.48 2.77 -0.69
H -4.74 2.43 -0.65
H -4.55 0.93 -1.56
H -4.49 2.49 -2.40
H -2.48 1.51 -0.31
H -2.41 4.04 -2.01
H -1.17 3.51 -0.86
H -2.76 3.98 -0.27
H -3.26 1.30 -4.13
H -1.10 -0.02 -5.17
H 1.20 -0.63 -4.58
H 0.79 -2.93 -4.59
H 0.77 -5.12 -2.92
H 1.41 -5.31 -0.43
H -0.97 -3.72 0.64
H -0.50 -5.35 1.15
H -1.08 -5.06 -0.50
H 1.27 -2.91 1.44
H 2.76 -3.49 0.71
H 1.85 -4.53 1.82
H 3.21 0.56 -4.70
H 5.00 1.97 -3.20
H 4.38 1.29 0.37
H 2.92 3.85 -0.40
H 3.66 3.52 1.18
H 2.28 2.57 0.62
H 5.33 3.55 -1.43
H 6.23 2.07 -1.07
H 5.88 3.24 0.21
O -4.14 -2.86 2.42
C -4.59 -2.76 1.16
C -5.86 -3.26 0.85
C -6.36 -3.17 -0.44
C -5.61 -2.59 -1.44
C -4.34 -2.10 -1.14
C -3.81 -2.17 0.14
C -2.45 -1.63 0.40
O -1.77 -1.14 -0.58
N -2.02 -1.71 1.63
N -0.74 -1.23 1.76
C -0.18 -1.27 3.01
C 1.15 -0.95 3.13
C 1.83 -0.92 4.39
C 3.17 -0.73 4.44
C 3.90 -0.55 3.21
C 3.18 -0.51 2.05
N 1.85 -0.64 1.95
H -3.22 -2.42 2.41
H -6.43 -3.72 1.65
H -7.35 -3.57 -0.65
H -6.00 -2.51 -2.45
H -3.72 -1.64 -1.90
H -0.78 -1.55 3.87
H 1.26 -1.07 5.30
H 3.69 -0.71 5.39
H 4.98 -0.43 3.20
H 3.70 -0.38 1.10
C 0.00 1.95 1.00
C 0.02 2.99 1.91
C -0.31 2.76 3.29
C -0.27 3.76 4.23
C 0.06 5.08 3.87
C 0.37 5.34 2.54
C 0.37 4.34 1.59
H -0.56 1.74 3.58
H -0.50 3.53 5.26
H 0.08 5.87 4.62
H 0.63 6.35 2.24
H 0.63 4.57 0.56
*
```